# 1
A molecular structure, C18H31BBr2F4N2O4OsSi4. Source: the Open Molecules 2025 dataset; level of theory: ωB97M-V with the def2-TZVPD basis set.

The geometry in XYZ format:
```
67
Properties=species:S:1:pos:R:3:forces:R:3:lowdin_charge:R:1
Os 0.778054 -1.332374 -0.274057 -1.4 -1.5 0.3 1.408
Br 2.443645 -6.083230 -0.811813 0.1 0.1 0.1 0.818
C 3.414898 -4.501024 -0.479619 -0.5 0.2 -0.2 -0.591
C 4.789242 -4.562573 -0.239579 0.2 0.1 0.1 -0.159
C 5.510042 -3.414210 -0.044180 0.1 -0.2 0.0 -0.612
Br 7.379370 -3.559951 0.240199 -0.1 0.0 0.0 0.794
C 4.884490 -2.147780 -0.043731 -0.2 0.0 0.0 -0.182
C 5.542514 -0.914891 0.162876 -0.2 0.2 0.0 0.011
C 4.818700 0.248690 0.152605 0.3 -0.2 0.0 0.013
C 3.437181 0.207972 -0.045803 -0.2 0.3 0.0 -0.057
N 2.777981 -0.926714 -0.229799 0.4 0.0 -0.1 -0.083
C 3.490134 -2.111406 -0.253072 0.1 -0.4 0.0 -0.138
C 2.731218 -3.291076 -0.517963 0.9 -0.4 0.0 -0.411
O 1.454288 -3.186695 -0.796123 0.2 0.3 0.0 -0.252
H 5.283669 -5.523118 -0.216681 0.0 0.0 0.0 0.100
H 6.611840 -0.903117 0.321027 0.0 0.0 0.0 0.089
H 5.286659 1.209513 0.307865 -0.1 0.0 0.0 0.128
H 2.863328 1.122282 -0.050746 0.1 -0.7 0.0 0.072
F 1.257992 2.123189 0.030900 0.0 0.2 0.0 -0.120
B 2.338651 3.144086 0.033968 -0.3 0.6 0.0 -1.272
F 3.101174 2.910965 -1.106953 0.0 0.1 0.0 0.133
F 1.723730 4.385865 0.025357 0.1 -0.2 0.0 0.145
F 3.092772 2.921671 1.180498 0.0 0.0 0.0 0.138
C -4.578654 0.360273 -0.117808 0.3 0.0 -0.1 -0.205
Si -3.247578 -0.993084 -0.135424 -0.9 0.4 0.2 0.642
C -3.609479 -2.024117 -1.674277 0.4 0.0 0.2 -0.195
C -3.428292 -1.824391 1.552343 0.3 -0.1 -0.3 -0.190
Si -0.571983 0.569165 0.016284 0.0 1.9 -0.1 0.482
Si -1.011182 1.707280 2.137653 -0.5 -0.2 0.3 0.436
C 0.350309 2.843589 2.750320 0.1 -0.2 -0.3 -0.195
C -1.288854 0.327456 3.411684 0.0 0.3 -0.1 -0.220
C -2.573997 2.768393 1.989384 0.2 -0.2 0.0 -0.203
Si -0.961370 1.722860 -2.135391 -0.4 -0.4 0.2 0.442
C -1.227556 0.240922 -3.294690 0.0 0.3 0.0 -0.224
C -2.529439 2.762751 -1.958585 0.2 -0.1 -0.1 -0.200
C 0.404161 2.837729 -2.760828 0.1 -0.2 0.3 -0.193
H -5.543047 -0.152876 -0.030686 0.0 -0.1 0.0 0.046
H -4.613195 0.960970 -1.023904 0.0 -0.1 0.0 0.003
H -4.487678 1.030467 0.733221 0.0 0.0 0.0 0.001
H -4.202941 -2.896475 -1.387467 0.0 0.0 0.1 0.043
H -2.700581 -2.391735 -2.146259 0.0 0.0 0.0 0.019
H -4.181915 -1.451433 -2.404432 0.0 0.1 0.1 0.031
H -3.682964 -2.878015 1.434505 0.0 -0.1 0.0 0.036
H -4.223294 -1.345159 2.123757 0.0 0.1 -0.1 0.042
H -2.517214 -1.774541 2.147205 0.0 0.0 0.0 0.003
H 1.311884 2.339539 2.845824 0.0 0.0 0.0 0.035
H 0.076247 3.243354 3.729860 -0.2 -0.1 0.0 0.042
H 0.496515 3.681133 2.068499 0.0 0.0 0.0 0.030
H -0.613320 -0.516019 3.254672 0.0 0.0 0.0 0.017
H -2.313496 -0.043872 3.385295 0.0 0.0 0.0 0.009
H -1.107798 0.714396 4.417393 0.0 0.0 0.0 0.033
H -2.530527 3.423322 1.118692 0.0 0.0 0.0 0.015
H -2.657492 3.405437 2.873423 0.1 0.0 0.0 0.036
H -3.484949 2.176814 1.928391 0.0 0.0 0.0 -0.002
H -2.246652 -0.142589 -3.218046 0.0 0.0 0.0 0.007
H -0.543546 -0.572544 -3.042174 0.0 0.0 -0.1 0.003
H -1.052269 0.515008 -4.337429 0.0 0.0 0.0 0.032
H -3.426287 2.154210 -1.871293 0.1 0.0 0.0 -0.008
H -2.645987 3.402619 -2.837114 0.0 0.0 0.0 0.037
H -2.472705 3.413978 -1.086161 0.0 0.0 0.0 0.016
H 1.363764 2.325575 -2.826629 0.0 0.0 0.0 0.034
H 0.544930 3.685703 -2.090431 0.0 0.0 0.0 0.032
H 0.152688 3.222825 -3.752344 -0.1 -0.1 0.0 0.042
O 0.005467 -2.845359 1.557357 0.0 0.1 -0.3 -0.035
N -0.862481 -3.211937 0.740769 0.0 -0.6 0.6 -0.533
O -1.506844 -4.217948 0.821144 0.2 0.5 -0.1 0.133
O -1.071941 -2.369741 -0.251455 0.5 0.3 -0.3 -0.345
```
Positions in Å, forces in eV/Å.

Multiplicity ... 5
ΔE to the lowest compared entry with this formula, charge and spin ... 51.4 kcal per mole
HOMO (alpha / beta) ... -8.19 / -8.66 eV
HOMO-LUMO gap (alpha / beta) ... 7.2 / 5.9 eV

# 2
10 unconnected molecules or ions with the total composition C18H31Cl27FN6. Source: the Open Molecules 2025 dataset; level of theory: ωB97M-V with the def2-TZVPD basis set.

The geometry in XYZ format:
```
83
Properties=species:S:1:pos:R:3:forces:R:3:lowdin_charge:R:1
C 3.763286 -2.994944 -1.501348 0.2 -0.6 -0.2 -0.142
C 4.571723 -2.508372 -2.755068 -0.5 0.7 0.9 -0.209
C 3.969287 -1.186830 -3.364838 -0.4 -1.4 0.4 -0.206
N 3.773249 -0.243348 -2.245192 -0.3 -0.1 -1.6 -0.023
C 3.366723 1.074987 -2.698160 -0.8 0.6 1.3 -0.229
C 1.854802 1.294386 -3.109592 -1.2 -0.9 -1.9 -0.208
C 0.897532 0.066742 -3.223183 -0.5 0.5 0.6 -0.208
N 0.972270 -0.891551 -2.102501 -0.2 0.3 -0.4 0.033
N 1.278188 2.350702 -2.206073 -0.5 -1.5 1.4 0.120
C 2.036470 2.098099 -1.013520 2.3 0.8 -3.4 -0.199
N 1.579226 2.051364 0.195058 0.0 0.7 -2.0 0.125
F 2.454788 1.759588 1.146809 -0.2 0.0 0.8 0.073
N 3.372996 1.869590 -1.419146 -0.6 0.7 0.5 -0.001
C 4.339108 2.994284 -1.305343 1.1 0.1 1.9 -0.183
N 5.554839 2.507660 -0.586149 -0.6 -0.2 -1.7 -0.080
C 6.592798 1.993983 -1.531707 0.4 -0.6 0.4 -0.148
H 3.750646 -2.243362 -0.686773 -0.2 -0.4 -0.6 0.022
H 2.728091 -3.305827 -1.768179 0.6 0.5 0.2 0.073
H 4.243071 -3.907863 -1.077471 -0.2 0.6 -0.3 0.070
H 4.577533 -3.337256 -3.484837 0.3 0.6 0.2 0.109
H 5.592793 -2.256123 -2.380264 -0.4 -0.4 -0.6 0.106
H 2.968767 -1.435609 -3.781177 0.6 0.2 0.2 0.104
H 4.599486 -0.790330 -4.193514 -0.2 -0.1 0.5 0.120
H 4.645682 -0.203048 -1.722834 -0.1 0.4 -0.1 0.104
H 3.994994 1.495379 -3.519939 0.0 0.1 0.8 0.156
H 1.761333 1.781581 -4.108108 0.5 -0.5 0.6 0.155
H 1.024074 -0.425008 -4.210759 0.2 0.2 0.6 0.113
H -0.137436 0.490526 -3.226507 0.8 -0.1 -0.3 0.121
H 1.532943 -0.554392 -1.327211 0.1 -0.3 -0.2 0.039
H 0.031403 -1.059904 -1.769701 0.1 -0.1 0.1 0.001
H 1.624836 3.195944 -2.658491 -0.1 0.4 0.9 0.143
H 0.586814 2.220983 0.409276 0.5 0.1 0.6 0.079
H 3.923296 3.812070 -0.672524 -0.2 -0.6 -0.4 0.134
H 4.599741 3.443272 -2.290749 -0.3 -0.6 0.6 0.047
H 5.208694 1.677775 -0.110549 0.2 0.4 0.4 0.083
H 7.571726 2.454532 -1.278539 -0.6 -0.3 -0.5 0.060
H 6.331335 2.157946 -2.598818 0.3 0.1 0.6 0.062
H 6.703533 0.890287 -1.386580 0.1 0.8 -0.2 0.077
C -2.062278 -0.750418 1.003741 -0.3 -0.4 0.2 -1.479
Cl -1.626497 -2.010804 2.154597 -0.1 0.4 -0.4 0.557
Cl -0.794300 0.488471 0.912833 0.1 -0.4 -0.1 0.550
Cl -2.367979 -1.436437 -0.596129 0.1 0.1 0.1 0.606
H -2.974520 -0.275909 1.351750 0.1 0.1 -0.1 -0.027
C -5.749845 -1.846534 -1.853858 -0.1 -0.1 -0.1 -1.560
Cl -5.787590 -3.235376 -2.943275 0.0 0.1 0.1 0.544
Cl -5.594080 -0.340220 -2.765471 0.0 0.0 0.1 0.523
Cl -7.193848 -1.812136 -0.835944 0.0 0.0 0.0 0.541
H -4.885193 -1.943684 -1.208604 -0.1 0.0 0.0 -0.059
C -7.521312 0.942333 1.724570 -0.3 0.0 0.2 -1.515
Cl -5.787537 1.240005 1.470126 -0.1 -0.2 -0.4 0.472
Cl -7.756788 -0.492284 2.729231 0.1 0.1 -0.2 0.527
Cl -8.307342 2.345387 2.450551 0.0 -0.2 -0.2 0.544
H -7.978097 0.762668 0.757578 0.1 0.0 0.0 -0.002
C 2.419020 -2.839988 2.832258 -0.2 -0.3 0.0 -1.517
Cl 2.294865 -4.225656 1.746731 0.0 0.1 0.1 0.554
Cl 2.629642 -1.340497 1.913238 0.0 0.1 0.0 0.515
Cl 0.993830 -2.734673 3.866529 0.3 0.0 0.2 0.513
H 3.289843 -2.976790 3.463403 0.0 0.1 -0.1 0.019
C -8.103623 -4.139365 2.285931 -0.1 -0.2 0.0 -1.540
Cl -9.525026 -5.184586 2.352272 0.1 0.1 0.0 0.547
Cl -7.710708 -3.519957 3.896068 0.0 -0.1 0.0 0.494
Cl -6.724800 -5.005131 1.598033 -0.3 0.4 -0.5 0.483
H -8.330197 -3.295316 1.643464 0.0 0.0 0.1 -0.034
C 6.501762 5.951884 -3.524995 0.4 0.2 0.0 -1.519
Cl 7.618423 6.629906 -4.709148 -0.2 -0.1 0.1 0.558
Cl 5.451193 4.739168 -4.279553 -0.1 0.0 -0.2 0.536
Cl 7.378513 5.242913 -2.168770 -0.1 0.1 0.0 0.570
H 5.877186 6.753150 -3.146399 0.0 -0.1 0.0 0.018
C -5.206085 4.493005 4.877430 -0.2 0.0 0.0 -1.532
Cl -5.287695 3.101706 3.789420 -0.4 0.7 0.5 0.440
Cl -5.037724 5.991358 3.954967 0.1 -0.1 0.0 0.531
Cl -6.634232 4.556569 5.916618 0.1 0.0 0.0 0.541
H -4.333014 4.383213 5.507197 0.0 0.0 0.0 -0.037
C -4.519696 -7.697907 3.966133 -0.1 0.0 0.2 -1.541
Cl -5.579854 -6.296426 4.154895 0.3 -0.3 0.4 0.484
Cl -3.410684 -7.833885 5.336773 0.0 0.0 -0.1 0.519
Cl -5.469010 -9.176712 3.784225 0.1 0.1 0.0 0.529
H -3.931001 -7.559759 3.066341 0.0 0.0 0.1 0.012
C -1.221993 2.724536 3.845854 -0.1 -0.2 0.1 -1.496
Cl -1.670426 3.561652 5.332749 0.1 -0.1 -0.2 0.591
Cl -2.599283 1.854807 3.162731 0.4 0.0 0.3 0.501
Cl -0.563603 3.867484 2.662406 0.1 0.0 -0.1 0.531
H -0.449022 2.002297 4.085738 0.0 0.1 0.0 0.019
```
Positions in Å, forces in eV/Å.

Multiplicity ... 1
Charge ... +1
HOMO ... -12.02 eV
HOMO-LUMO gap ... 8.1 eV

| no. | F_max (Eh/bohr) | electronic energy (eV) |
| --- | --- | --- |
| 1 | 0.0405 | -215950.680 |
| 2 | 0.0820 | -368920.590 |